DFT (ωB97M-V/def2-TZVPD) results for an isolated molecule of C14H20N2O3 at a distorted geometry.

Last column: natural (NBO) charge in e.
Cartesian coordinates (Å):
C -0.981 -0.348 1.851  -0.620
C -0.452 -1.790 1.906  -0.238
C -1.186 -2.610 2.963  -0.620
C -0.573 -2.569 0.636  -0.145
N -0.031 -3.866 0.791  -0.821
C 0.007 -1.763 -0.554  0.691
O 1.015 -1.978 -1.218  -0.622
N -0.666 -0.565 -0.810  -0.672
C -0.311 0.174 -2.047  -0.123
C 0.961 1.032 -1.934  -0.437
C 0.929 1.982 -0.753  -0.012
C -0.212 2.866 -0.603  -0.237
C -0.167 3.921 0.346  -0.209
C 0.954 4.076 1.124  -0.224
C 2.109 3.254 0.830  -0.194
C 2.104 2.284 -0.156  -0.220
C -0.419 -0.738 -3.367  0.828
O -1.095 -1.681 -3.575  -0.554
O 0.364 0.000 -4.286  -0.718
H -0.208 0.230 1.270  0.217
H -1.042 0.084 2.853  0.230
H -1.950 -0.231 1.292  0.196
H 0.598 -1.663 2.374  0.214
H -0.791 -3.701 2.958  0.247
H -2.287 -2.600 2.644  0.194
H -1.179 -2.292 4.079  0.214
H -1.664 -2.671 0.332  0.216
H -0.152 -4.394 -0.095  0.368
H 0.985 -3.911 0.824  0.370
H -1.048 -0.050 -0.097  0.411
H -1.248 0.834 -2.176  0.220
H 1.809 0.363 -1.958  0.235
H 0.964 1.540 -2.812  0.232
H -1.183 2.797 -1.072  0.214
H -1.074 4.552 0.603  0.217
H 1.032 4.921 1.872  0.221
H 2.926 3.423 1.512  0.213
H 2.932 1.547 -0.407  0.226
H 0.229 -0.459 -5.142  0.492

Cartesian forces, eV/Å:
C 0.60 0.57 -0.74
C 0.57 0.99 3.12
C -1.49 -1.62 1.41
C -0.16 0.74 -2.08
N 0.67 -2.36 -1.70
C 0.82 2.23 -0.14
O -0.85 -1.25 0.53
N 1.52 -2.16 -3.71
C -2.24 -0.61 0.45
C -1.39 -2.05 2.02
C -2.94 1.52 -2.71
C 1.04 0.25 1.67
C -1.24 -0.54 0.05
C 2.28 -0.04 -0.20
C -1.21 1.64 1.42
C 1.38 -1.26 1.21
C 1.77 3.45 1.52
O -0.01 -0.40 -0.39
O -1.43 -2.19 -0.27
H -0.76 -0.08 1.11
H -0.17 -0.11 -0.17
H 0.54 -0.27 1.04
H -0.99 -0.50 -1.53
H -0.91 1.90 -0.05
H 1.28 -0.37 0.61
H 0.31 0.06 -2.01
H 1.00 0.10 0.74
H -0.43 0.38 0.78
H 0.06 0.76 0.47
H -1.23 0.99 1.12
H 1.49 -0.57 -0.08
H 0.34 -0.08 0.38
H 0.39 1.99 -2.47
H 0.23 -0.63 -0.56
H 1.12 -0.85 -0.78
H -0.06 -1.32 -0.80
H 0.54 -0.12 -0.29
H -0.67 1.47 0.71
H 0.23 0.33 0.31

Results
Net charge   0
LUMO energy   0.024 Ha
Maximum force   4.6 eV/A
E_HOMO   -9.153 eV

---

DFT (ωB97M-V/def2-TZVPD) results for an isolated molecule of C14H20N2O3S.

Last column: natural (NBO) charge in e.
Cartesian coordinates (Å):
C -1.721 -2.063 -2.250  -0.643
C -2.244 -1.251 -1.112  0.266
C -3.248 -1.672 -0.298  -0.390
C -3.726 -0.849 0.781  0.629
O -4.605 -1.097 1.575  -0.603
N -3.044 0.382 0.858  -0.596
C -2.053 0.721 0.009  0.341
S -1.366 2.315 0.245  0.263
C 0.064 2.253 -0.877  -0.554
C 1.370 2.211 -0.081  0.060
C 2.563 1.902 -1.000  -0.088
O 2.620 0.501 -0.974  -0.541
C 2.193 0.082 0.309  0.549
C 3.382 -0.146 1.255  -0.437
C 4.235 -1.312 0.766  -0.404
C 3.398 -2.582 0.659  -0.395
C 2.233 -2.358 -0.299  -0.402
C 1.366 -1.198 0.177  -0.438
O 1.384 1.137 0.830  -0.536
N -1.640 -0.038 -0.949  -0.573
H -2.315 -2.961 -2.388  0.219
H -1.739 -1.468 -3.161  0.232
H -0.686 -2.343 -2.062  0.230
H -3.723 -2.629 -0.433  0.231
H -3.327 1.020 1.593  0.427
H 0.028 3.141 -1.507  0.228
H -0.072 1.346 -1.467  0.278
H 1.493 3.140 0.485  0.190
H 3.485 2.346 -0.601  0.173
H 2.416 2.222 -2.031  0.197
H 3.976 0.768 1.308  0.208
H 2.981 -0.348 2.249  0.212
H 5.071 -1.465 1.452  0.209
H 4.640 -1.064 -0.217  0.205
H 3.014 -2.851 1.645  0.193
H 4.019 -3.406 0.302  0.208
H 1.625 -3.262 -0.371  0.208
H 2.620 -2.121 -1.292  0.206
H 0.553 -1.007 -0.524  0.227
H 0.932 -1.415 1.154  0.210

Cartesian forces, eV/Å:
C -0.12 -0.05 0.08
C -0.40 -0.17 0.30
C 0.12 -0.15 -0.20
C 0.13 0.14 -0.07
O -0.22 -0.07 0.19
N -0.04 0.08 0.09
C 0.27 0.00 -0.33
S 0.05 0.30 -0.01
C -0.09 -0.06 0.48
C 0.01 0.20 -0.37
C 0.00 0.48 0.31
O -0.09 -0.39 -0.07
C -0.04 -0.52 0.56
C -0.08 0.15 -0.47
C -0.09 -0.06 0.24
C 0.13 0.04 -0.29
C -0.07 -0.04 0.28
C 0.21 0.32 -0.31
O 0.04 -0.12 0.02
N 0.14 0.25 -0.10
H 0.00 -0.09 -0.05
H 0.00 0.03 -0.06
H 0.09 -0.02 0.00
H -0.05 -0.08 0.00
H 0.00 -0.15 -0.05
H -0.03 -0.03 -0.06
H 0.07 0.11 -0.09
H 0.06 -0.08 -0.10
H -0.08 -0.01 -0.08
H 0.02 0.05 0.03
H -0.04 0.07 0.05
H -0.01 0.02 0.06
H 0.06 0.02 -0.07
H 0.10 -0.01 -0.01
H 0.00 -0.07 0.07
H 0.00 -0.06 0.08
H 0.01 -0.01 -0.10
H -0.01 -0.08 -0.10
H -0.01 0.07 0.08
H -0.03 -0.01 0.06

Results
Net charge   0
LUMO energy   0.021 Ha
Maximum force   0.8 eV/A
E_HOMO   -8.701 eV

---

DFT (ωB97M-V/def2-TZVPD) results for an isolated molecule of C14H20N2O4 at a distorted geometry.

Last column: natural (NBO) charge in e.
Cartesian coordinates (Å):
C 2.649 -1.234 -2.970  -0.604
C 1.577 -0.689 -2.012  -0.214
C 2.202 -0.048 -0.804  -0.616
C 0.603 -1.854 -1.722  -0.127
N 0.055 -2.318 -3.021  -0.810
C -0.524 -1.470 -0.770  0.686
O -1.051 -2.379 -0.091  -0.631
N -0.994 -0.168 -0.792  -0.662
C -2.349 0.132 -0.312  -0.155
C -2.472 -0.016 1.168  -0.446
C -1.342 0.483 2.027  -0.064
C -0.211 -0.328 2.286  -0.198
C 0.899 0.266 2.864  -0.269
C 0.875 1.605 3.305  0.292
O 2.006 2.181 3.847  -0.671
C -0.292 2.339 3.216  -0.268
C -1.424 1.779 2.557  -0.191
C -2.686 1.587 -0.748  0.774
O -3.762 2.006 -1.071  -0.540
O -1.607 2.436 -0.696  -0.677
H 3.520 -0.560 -3.018  0.206
H 2.984 -2.230 -2.682  0.211
H 2.245 -1.322 -3.995  0.225
H 0.938 0.032 -2.557  0.172
H 1.475 0.338 -0.087  0.219
H 2.863 0.734 -1.119  0.217
H 2.782 -0.776 -0.289  0.206
H 1.113 -2.693 -1.237  0.217
H -0.400 -1.538 -3.505  0.349
H -0.669 -3.018 -2.836  0.374
H -0.787 0.377 -1.638  0.408
H -3.083 -0.604 -0.666  0.236
H -2.556 -1.105 1.300  0.253
H -3.413 0.434 1.510  0.233
H -0.164 -1.343 1.969  0.235
H 1.800 -0.343 3.043  0.208
H 2.740 1.561 3.867  0.481
H -0.313 3.357 3.584  0.230
H -2.278 2.412 2.292  0.222
H -0.950 1.978 -0.195  0.490

Cartesian forces, eV/Å:
C -0.04 0.62 -0.81
C -0.49 -0.90 -0.86
C -0.79 0.02 0.19
C 0.15 0.84 -0.18
N -0.46 -0.01 0.69
C -1.23 -1.72 0.58
O 0.75 2.05 -0.95
N -0.37 -0.33 -0.81
C -0.02 0.55 -0.82
C -0.32 -1.05 1.89
C -0.11 0.27 0.27
C -0.12 1.90 0.01
C 0.26 -0.19 0.53
C 0.44 -0.80 0.05
O -0.69 0.24 -0.08
C -0.80 -0.15 -0.58
C 1.63 -0.04 -0.34
C -0.12 0.32 -0.08
O 0.51 -0.62 0.16
O -1.48 -0.12 -0.48
H -0.25 -0.22 0.07
H 0.05 0.03 0.16
H 0.25 -0.02 0.49
H 0.52 0.14 0.03
H 0.03 0.11 -0.10
H 0.34 0.58 -0.08
H 0.65 -0.68 0.53
H -0.01 0.11 -0.15
H 0.16 -0.28 0.17
H 0.26 0.20 -0.16
H 0.32 -0.61 0.56
H 0.08 0.55 -0.71
H -0.06 0.36 0.29
H 0.08 -0.11 -0.22
H -0.13 -0.57 -0.22
H -0.38 0.37 -0.14
H -0.12 -0.18 -0.09
H 0.00 -0.03 0.01
H 0.23 -0.27 0.43
H 1.28 -0.36 0.69

Results
Net charge   0
LUMO energy   0.019 Ha
Maximum force   2.4 eV/A
E_HOMO   -8.790 eV

---

What did we get for energy above the lowest of the compared OMol25 structures with the same formula, charge and spin? Answer: 307.12, 37.73, 131.58 kJ/mol, in the order shown.